Entry from the Open Molecules 2025 dataset: 4 unconnected molecules or ions with the total composition C19H20BrF24O3 (ωB97M-V/def2-TZVPD).

## Properties
lowest unoccupied orbital energy	2.4	eV
energy	-5932.4923	hartree
HOMO level	-1.93	eV
charge	-1
Kohn-Sham gap	4.32	eV

Last column: Löwdin charge in e.
Positions of all 67 atoms, in Å:
C: -0.31601 1.71063 0.05870  -0.213
C: -1.72053 2.26861 -0.08488  -0.398
C: -2.90621 1.27565 0.10475  -0.328
C: -4.18930 1.87026 -0.41920  -0.606
Br: -5.70292 0.58992 -0.48646  0.511
H: -0.04709 1.18806 -0.87851  -0.045
H: -0.33318 0.91165 0.83343  -0.060
H: -1.89934 3.09550 0.62410  0.072
H: -1.83268 2.71635 -1.08555  0.077
H: -3.01586 1.03491 1.16612  0.096
H: -2.67420 0.34139 -0.41245  0.076
H: -4.08823 2.20785 -1.44708  0.046
H: -4.56881 2.68286 0.19475  0.050
C: 5.29389 2.78971 -2.85063  -0.057
C: 6.43835 1.82603 -2.51475  -0.438
C: 6.09029 0.34369 -2.31582  -0.313
F: 5.31543 0.17052 -1.23500  0.109
F: 7.23857 -0.35071 -2.12434  0.088
F: 7.16091 2.27170 -1.47292  0.141
F: 7.25333 1.83609 -3.62478  0.079
O: 4.76021 3.51707 -1.76718  0.037
C: 3.62257 3.08719 -1.10658  -0.546
C: 3.87780 3.05287 0.41038  -0.290
F: 4.93176 2.24291 0.67305  0.089
F: 2.79722 2.56997 1.02886  0.095
F: 3.20225 1.90306 -1.56347  0.156
F: 2.65709 3.99301 -1.33497  0.146
H: 5.75134 3.53205 -3.50454  0.146
H: 4.52499 2.26369 -3.41589  0.146
H: 5.58472 -0.05385 -3.19927  0.171
H: 4.10617 4.05903 0.76788  0.172
C: -3.61348 -2.65033 -2.38466  -0.027
C: -2.19623 -3.08675 -1.99657  -0.450
C: -1.32668 -3.68171 -3.11160  -0.304
F: -1.88059 -4.81880 -3.59220  0.085
F: -0.11050 -3.99209 -2.61484  0.099
F: -2.23246 -3.93817 -0.95235  0.138
F: -1.54446 -1.95835 -1.61342  0.110
O: -4.63745 -3.58205 -2.06660  0.055
C: -5.09377 -4.49978 -2.94828  -0.554
C: -5.00515 -5.92139 -2.36790  -0.287
F: -3.72319 -6.24647 -2.12114  0.103
F: -5.49655 -6.80028 -3.27332  0.090
F: -4.48930 -4.43071 -4.14805  0.146
F: -6.41874 -4.26618 -3.16685  0.128
H: -3.82989 -1.77308 -1.77602  0.119
H: -3.65507 -2.34798 -3.43075  0.148
H: -1.20688 -2.96486 -3.92749  0.171
H: -5.58806 -5.98339 -1.44779  0.173
C: 0.97905 1.17133 3.19706  -0.042
C: 1.73115 0.00306 3.83183  -0.431
C: 1.01474 -1.35194 3.85837  -0.296
F: -0.09088 -1.29234 4.63198  0.089
F: 1.83954 -2.28574 4.39689  0.081
F: 2.16457 0.30829 5.07689  0.123
F: 2.83490 -0.20916 3.04922  0.097
O: 0.33488 2.03566 4.13028  0.056
C: -0.96154 1.88884 4.47930  -0.559
C: -1.10610 1.80180 6.00879  -0.287
F: -0.45515 0.72218 6.48652  0.095
F: -2.41538 1.67701 6.33401  0.086
F: -1.56361 0.84909 3.88357  0.154
F: -1.64549 3.00889 4.11243  0.127
H: 1.73355 1.78383 2.72016  0.122
H: 0.30737 0.83789 2.40703  0.091
H: 0.73935 -1.65969 2.84760  0.174
H: -0.70499 2.70562 6.47017  0.169



Entry from the Open Molecules 2025 dataset: a molecular structure, C19H20Cl2N6O4S2Ti (ωB97M-V/def2-TZVPD).

## Properties
lowest unoccupied orbital energy (spin up / spin down)	4.5 / 4.5	eV
energy	-3931.7415	hartree
HOMO level (spin up / spin down)	0.96 / 0.96	eV
charge	-2
Kohn-Sham gap (spin up / spin down)	3.52 / 3.51	eV

Last column: Löwdin charge in e.
Positions of all 54 atoms, in Å:
Ti: -0.06037 1.02685 -0.28248  0.755
C: -0.17641 -3.09228 1.16469  -0.010
O: 0.90276 -3.13498 0.21051  -0.010
C: 1.22433 -1.94476 -0.29419  -0.555
O: 0.60631 -0.93220 0.01159  -0.057
N: 2.21409 -1.99663 -1.20380  0.012
N: 2.92329 -0.83103 -1.56922  0.037
H: -0.36261 -4.13039 1.42618  0.090
H: -1.06003 -2.62780 0.72970  0.091
H: 0.12695 -2.52601 2.04362  0.078
H: 2.77633 -2.83080 -1.18385  0.132
H: 3.39871 -0.50549 -0.72235  -0.014
H: 2.23709 -0.11123 -1.81641  0.029
N: -6.60204 4.81598 -0.16850  0.065
C: -5.53693 4.01013 0.29196  -0.333
C: -5.65805 3.29790 1.48196  -0.047
C: -4.61168 2.50893 1.93028  -0.056
C: -3.43008 2.44723 1.21030  -0.271
C: -3.29229 3.16902 0.03118  -0.042
C: -4.34311 3.94826 -0.42018  -0.027
S: -2.18713 1.28351 1.69467  0.567
O: -0.89227 1.99928 1.41290  -0.449
O: -2.34830 1.01076 3.10397  -0.332
N: -2.32640 0.02891 0.81589  -0.132
C: -2.70952 0.17737 -0.53924  -0.529
N: -1.67229 0.69666 -1.34626  -0.105
C: -2.04495 0.89884 -2.68142  -0.185
C: -3.29601 0.53912 -3.12246  -0.179
C: -4.22179 -0.01789 -2.25125  -0.248
N: -3.88834 -0.16766 -0.92374  0.087
H: -7.50244 4.45157 0.10628  0.071
H: -6.57774 4.93724 -1.17058  0.073
H: -6.58375 3.34760 2.04577  0.099
H: -4.70279 1.92570 2.83714  0.108
H: -2.37275 3.10228 -0.53850  0.108
H: -4.24395 4.49371 -1.35227  0.108
H: -1.28600 1.32051 -3.32379  0.066
H: -3.54756 0.69310 -4.16745  0.074
H: -5.21746 -0.31765 -2.54979  0.039
Cl: 2.36433 1.20205 1.51117  0.710
C: 2.09730 -0.12463 2.62287  -0.646
C: 0.99609 -0.00939 3.44875  -0.130
C: 0.69940 -1.02283 4.34812  -0.111
C: 1.52645 -2.13374 4.39672  -0.169
C: 2.61710 -2.22378 3.54773  -0.702
Cl: 3.57841 -3.68196 3.67927  0.569
C: 2.97693 -1.23563 2.60234  -0.817
S: 4.33054 -1.37564 1.54044  0.418
H: 0.35715 0.85924 3.36600  0.082
H: -0.17749 -0.94997 4.97721  0.097
H: 1.32680 -2.94952 5.07957  0.086
C: 1.01484 2.03437 -1.49668  -0.311
H: 1.99096 2.50989 -1.34892  -0.089
H: 0.63691 2.21547 -2.51241  -0.098



Entry from the Open Molecules 2025 dataset: a molecular structure, C19H20ClNO5 in a non-equilibrium geometry (ωB97M-V/def2-TZVPD).

## Properties
lowest unoccupied orbital energy	0.6	eV
energy	-1626.6344	hartree
HOMO level	-8.42	eV
Kohn-Sham gap	9.05	eV

Last column: Löwdin charge in e.
Positions of all 46 atoms, in Å:
C: 1.30697 0.83663 -2.34307  -0.042
C: 2.10807 -0.50816 -2.64720  -0.262
H: 3.12328 -0.26885 -3.07501  0.109
H: 1.44298 -1.14711 -3.37359  0.152
O: 2.00769 -1.45440 -1.61043  -0.127
C: 2.63179 -0.92613 -0.31664  -0.142
C: 3.77992 -0.24155 -0.32364  -0.131
C: 4.58150 0.27058 0.50036  -0.099
C: 4.11279 -0.07093 1.79446  -0.126
C: 3.02082 -0.83627 2.01355  -0.074
C: 2.16507 -0.97330 0.93580  -0.117
C: 0.80673 -1.71054 1.12676  -0.597
O: 0.44672 -1.91486 2.23188  0.057
N: 0.32400 -2.40745 0.26312  0.124
H: 0.64250 -2.35635 -0.83793  0.216
C: -1.15632 -2.87730 0.48210  0.024
C: -1.93022 -1.91463 -0.17739  -0.558
O: -1.59142 -0.89920 -0.82383  0.071
O: -3.14631 -1.82913 0.02772  0.048
C: -4.16172 -0.80147 -0.04645  -0.077
H: -5.15316 -1.27724 -0.50049  0.182
H: -3.86045 -0.16960 -0.84881  0.092
C: -4.23204 0.12884 1.16236  -0.135
H: -4.92828 0.93586 1.09315  0.137
O: -2.95871 0.54503 1.34668  0.033
C: -2.10527 1.30009 0.90351  -0.357
C: -0.83847 1.13141 1.30034  0.088
C: 0.04436 2.37204 0.66280  -0.626
C: -0.51498 3.04185 -0.18150  -0.256
C: -1.72938 2.99087 -0.59682  -0.173
C: -2.63290 2.24969 -0.12771  0.017
H: -3.70546 2.10441 -0.52468  0.153
H: -2.09290 3.73489 -1.41807  0.163
H: 0.22710 3.64069 -0.77989  0.151
Cl: 1.63755 2.17352 1.16998  0.817
H: -0.46530 0.83342 2.09911  0.017
H: -4.63330 -0.57541 1.74089  0.089
H: -1.31487 -2.91734 1.68903  0.209
H: -1.31491 -3.75138 -0.12537  0.134
H: 2.47836 -0.91545 3.09330  0.181
H: 4.81426 0.11167 2.92198  0.188
H: 5.37892 0.88167 0.73331  0.097
H: 4.13303 0.12334 -1.43755  0.172
H: 0.21563 0.52509 -1.98627  0.122
H: 1.71599 1.51392 -1.80406  -0.041
H: 1.32033 1.29855 -3.38582  0.097



Entry from the Open Molecules 2025 dataset: 2 unconnected molecules or ions with the total composition C19H20F17N2OS in a non-equilibrium geometry (ωB97M-V/def2-TZVPD).

## Properties
lowest unoccupied orbital energy	-4.3	eV
energy	-3016.1143	hartree
HOMO level	-11.33	eV
charge	+1
Kohn-Sham gap	7.01	eV

Last column: Löwdin charge in e.
Positions of all 60 atoms, in Å:
C: 3.20053 3.03010 2.52686  -0.085
C: 2.61349 2.08224 1.37936  -0.202
C: 1.12133 2.18972 0.94246  0.027
C: 0.66286 1.19702 -0.16937  -0.004
C: 1.57058 0.14310 -0.83683  -0.152
C: 1.12853 -0.91368 -1.94216  -0.215
N: -0.08313 -1.70682 -1.61579  -0.018
C: 0.01895 -2.45718 -0.33808  -0.198
C: 1.28176 -3.48545 -0.46199  -0.160
O: 1.36749 -4.43034 0.62499  -0.211
C: 1.78002 -3.71796 1.83454  -0.583
S: 2.27916 -4.84818 3.21375  0.701
C: -1.31575 -3.23120 0.06023  -0.235
F: -1.32852 -3.71865 1.40235  0.080
F: -1.41311 -4.41058 -0.76664  0.062
C: -2.68512 -2.43545 -0.14583  -0.187
F: -3.72529 -3.36446 0.21143  0.080
F: -2.97162 -2.11991 -1.51694  0.076
C: -2.91031 -1.16969 0.80539  -0.188
F: -1.77785 -0.34819 1.00692  0.082
F: -3.24431 -1.70238 2.09604  0.087
C: -4.14540 -0.22197 0.40165  -0.175
F: -4.69528 0.25001 1.63898  0.093
F: -5.22085 -0.93990 -0.21243  0.097
C: -3.78130 0.98962 -0.58278  -0.187
F: -2.69955 0.74718 -1.45651  0.094
F: -4.92914 1.17315 -1.42498  0.088
C: -3.60034 2.41799 0.16661  -0.196
F: -2.77852 2.33835 1.31923  0.089
F: -4.87153 2.90898 0.60605  0.102
C: -2.98835 3.56365 -0.76613  -0.182
F: -1.58202 3.45497 -0.97145  0.072
F: -3.55735 3.58817 -2.08187  0.092
C: -3.22658 5.06688 -0.19468  -0.321
F: -4.52741 5.54496 -0.44866  0.115
F: -2.94212 5.18928 1.17513  0.113
F: -2.34874 5.97568 -0.86214  0.089
C: 3.06930 0.07927 -0.37159  -0.085
C: 3.55831 1.05342 0.72187  -0.050
H: 3.07037 2.59794 3.57583  0.092
H: 4.33810 3.09371 2.33498  0.083
H: 2.71667 4.05694 2.41800  0.087
H: 0.37902 2.92432 1.40420  0.113
H: -0.42775 1.22194 -0.48832  0.074
H: 0.86546 -0.29784 -2.88700  0.135
H: 2.04379 -1.54962 -2.26476  0.103
H: -0.16076 -2.41984 -2.37077  0.135
H: 0.28569 -1.79566 0.57184  0.154
H: 2.29065 -2.91426 -0.46905  0.114
H: 1.26690 -4.05697 -1.46692  0.152
H: 2.67166 -3.01432 1.64093  0.086
H: 0.93678 -3.03856 2.24032  0.091
H: 1.49124 -4.44838 4.30748  -0.108
H: 3.80147 -0.67079 -0.83685  0.064
H: 4.66454 0.98522 1.01800  0.098
N: 5.09311 0.31248 -2.73938  0.314
H: 5.66304 0.46841 -3.57711  0.164
H: 4.30961 -0.30651 -2.96847  0.137
H: 5.66794 -0.12007 -2.01075  0.153
H: 4.72968 1.21010 -2.39921  0.154